Entry 1:
{
  "formula": "C44H77BN3O22S4",
  "method": "ωB97M-V/def2-TZVPD",
  "total_charge": -1,
  "gap_ev": 8.9,
  "species": ["O", "C", "O", "B", "O", "C", "O", "O", "C", "O", "C", "O", "O", "C", "C", "O", "C", "H", "H", "H", "H", "H", "H", "C", "C", "O", "C", "H", "H", "H", "H", "H", "H", "C", "C", "O", "C", "H", "H", "H", "H", "H", "H", "C", "C", "O", "C", "H", "H", "H", "H", "H", "H", "C", "C", "O", "C", "H", "H", "H", "H", "H", "H", "C", "C", "O", "C", "H", "H", "H", "H", "H", "H", "C", "C", "N", "H", "H", "H", "C", "C", "N", "H", "H", "H", "C", "C", "N", "H", "H", "H", "C", "C", "C", "S", "O", "O", "C", "H", "H", "H", "H", "H", "H", "H", "H", "C", "C", "C", "S", "O", "O", "C", "H", "H", "H", "H", "H", "H", "H", "H", "C", "C", "C", "S", "O", "O", "C", "H", "H", "H", "H", "H", "H", "H", "H", "C", "C", "C", "S", "O", "O", "C", "H", "H", "H", "H", "H", "H", "H", "H"],
  "coordinates": [[23.113, 26.657, -27.244], [23.082, 26.681, -26.000], [24.092, 26.956, -25.204], [23.704, 26.933, -23.794], [22.236, 26.693, -23.846], [21.890, 26.349, -25.088], [20.749, 26.086, -25.472], [23.996, 28.237, -23.248], [24.800, 28.120, -22.228], [25.147, 29.031, -21.426], [25.217, 26.662, -22.158], [24.524, 25.960, -23.018], [25.976, 26.196, -21.279], [28.890, 21.601, -22.164], [27.628, 21.870, -23.022], [27.611, 21.759, -24.209], [26.467, 22.506, -22.257], [28.773, 20.621, -21.700], [28.904, 22.341, -21.363], [29.778, 21.853, -22.743], [26.040, 21.762, -21.585], [25.632, 22.764, -22.910], [26.846, 23.371, -21.714], [18.661, 25.392, -28.061], [18.063, 26.767, -28.351], [17.603, 27.087, -29.447], [18.167, 27.792, -27.314], [18.326, 24.821, -28.927], [18.428, 24.927, -27.103], [19.742, 25.479, -28.173], [19.074, 28.295, -27.650], [18.318, 27.359, -26.325], [17.435, 28.599, -27.350], [16.858, 25.816, -22.946], [17.852, 26.914, -23.096], [17.488, 28.017, -23.454], [19.188, 26.667, -22.550], [16.569, 25.741, -21.898], [17.275, 24.890, -23.343], [15.935, 26.125, -23.438], [19.668, 25.798, -23.001], [19.171, 26.451, -21.482], [19.810, 27.528, -22.797], [24.485, 26.642, -32.643], [24.779, 26.806, -31.126], [25.138, 27.920, -30.699], [24.548, 25.621, -30.235], [25.060, 25.763, -32.933], [24.695, 27.564, -33.184], [23.433, 26.545, -32.911], [25.336, 24.882, -30.380], [23.586, 25.192, -30.517], [24.653, 25.934, -29.196], [25.965, 26.098, -16.067], [24.923, 26.510, -17.041], [23.710, 26.554, -16.783], [25.482, 26.871, -18.430], [26.718, 26.877, -15.952], [26.527, 25.288, -16.531], [25.582, 25.750, -15.108], [24.657, 27.005, -19.130], [26.203, 26.141, -18.797], [25.989, 27.835, -18.411], [27.542, 30.988, -19.380], [28.082, 29.641, -19.162], [28.610, 29.268, -18.157], [28.242, 28.765, -20.430], [26.460, 30.923, -19.495], [27.981, 31.504, -20.233], [27.511, 31.567, -18.457], [27.832, 27.778, -20.218], [29.306, 28.616, -20.612], [27.863, 29.268, -21.320], [21.523, 23.608, -28.861], [20.527, 22.732, -28.249], [19.718, 22.081, -27.695], [21.125, 24.076, -29.761], [22.463, 23.078, -29.016], [21.779, 24.384, -28.140], [19.525, 22.555, -24.728], [20.129, 21.208, -24.572], [20.563, 20.116, -24.484], [19.226, 22.851, -23.723], [18.661, 22.585, -25.392], [20.285, 23.276, -25.027], [28.817, 24.867, -19.464], [27.963, 23.861, -18.777], [27.309, 23.108, -18.247], [29.099, 24.491, -20.448], [29.756, 24.957, -18.918], [28.322, 25.835, -19.548], [20.664, 29.827, -25.474], [19.382, 30.358, -24.790], [19.020, 31.703, -25.349], [19.473, 31.584, -27.186], [19.823, 32.904, -27.729], [18.443, 30.837, -27.950], [20.897, 30.514, -26.801], [20.667, 28.739, -25.535], [21.519, 29.982, -24.816], [19.428, 30.332, -23.701], [18.579, 29.708, -25.140], [19.617, 32.562, -25.043], [18.001, 32.054, -25.186], [21.717, 31.223, -26.691], [21.202, 29.913, -27.658], [22.802, 23.327, -18.869], [23.371, 23.732, -20.245], [22.227, 24.246, -21.121], [20.660, 23.384, -20.471], [20.254, 22.359, -21.428], [19.703, 24.371, -19.958], [21.505, 22.528, -19.063], [22.598, 24.249, -18.324], [23.550, 22.752, -18.323], [23.917, 22.886, -20.663], [24.153, 24.482, -20.130], [22.247, 23.896, -22.153], [22.106, 25.330, -21.138], [21.872, 21.557, -19.395], [20.907, 22.536, -18.152], [21.573, 28.585, -20.711], [21.336, 27.982, -19.302], [21.353, 29.085, -18.247], [20.669, 30.563, -19.191], [21.687, 31.603, -19.239], [19.299, 30.809, -18.703], [20.652, 29.748, -20.838], [21.472, 27.902, -21.554], [22.628, 28.858, -20.747], [22.112, 27.231, -19.155], [20.385, 27.460, -19.197], [22.359, 29.283, -17.877], [20.783, 28.895, -17.337], [20.940, 30.489, -21.583], [19.656, 29.331, -20.988], [25.811, 29.217, -26.988], [24.876, 30.123, -26.212], [25.639, 30.801, -25.106], [27.472, 30.294, -25.255], [28.037, 29.803, -23.959], [28.223, 31.253, -26.035], [27.072, 28.785, -26.241], [26.281, 29.822, -27.763], [25.340, 28.299, -27.342], [24.082, 29.510, -25.786], [24.347, 30.847, -26.832], [25.281, 30.349, -24.180], [25.538, 31.860, -24.872], [26.802, 28.021, -25.512], [28.003, 28.599, -26.777]],
  "lowdin_charge": [0.102, -0.337, 0.225, -0.905, 0.201, -0.340, 0.109, 0.237, -0.340, 0.100, -0.336, 0.244, 0.080, -0.010, -0.484, 0.081, -0.023, 0.087, 0.039, 0.082, 0.081, 0.081, 0.064, -0.022, -0.483, 0.046, -0.031, 0.082, 0.078, 0.062, 0.086, 0.073, 0.089, -0.009, -0.508, 0.064, -0.023, 0.097, 0.080, 0.086, 0.080, 0.087, 0.069, -0.026, -0.447, 0.032, -0.024, 0.076, 0.075, 0.076, 0.089, 0.076, 0.068, -0.023, -0.447, 0.032, -0.008, 0.094, 0.063, 0.088, 0.065, 0.049, 0.082, -0.022, -0.520, 0.060, -0.011, 0.087, 0.098, 0.084, 0.040, 0.087, 0.054, -0.078, -0.248, 0.158, 0.088, 0.084, 0.063, -0.104, -0.277, 0.108, 0.046, 0.062, 0.058, -0.040, -0.288, 0.139, 0.070, 0.086, 0.048, -0.204, -0.213, -0.195, 0.745, -0.354, -0.351, -0.226, 0.091, 0.108, 0.106, 0.091, 0.096, 0.108, 0.090, 0.111, -0.223, -0.206, -0.167, 0.729, -0.351, -0.357, -0.199, 0.105, 0.116, 0.102, 0.096, 0.092, 0.085, 0.104, 0.105, -0.230, -0.211, -0.182, 0.738, -0.348, -0.359, -0.221, 0.086, 0.103, 0.092, 0.113, 0.095, 0.101, 0.104, 0.101, -0.217, -0.218, -0.173, 0.738, -0.382, -0.336, -0.200, 0.118, 0.102, 0.090, 0.114, 0.077, 0.104, 0.094, 0.107]
}

Entry 2:
{
  "formula": "C44H77BrCuN11",
  "method": "ωB97M-V/def2-TZVPD",
  "relative_energy_kj_mol": 0.0,
  "total_charge": 0,
  "gap_ev": 8.0,
  "species": ["Cu", "Br", "C", "C", "C", "C", "N", "H", "H", "H", "H", "H", "H", "H", "C", "C", "C", "C", "N", "H", "H", "H", "H", "H", "H", "H", "C", "C", "C", "C", "N", "H", "H", "H", "H", "H", "H", "H", "C", "C", "C", "C", "N", "H", "H", "H", "H", "H", "H", "H", "C", "C", "C", "C", "N", "H", "H", "H", "H", "H", "H", "H", "C", "C", "C", "C", "N", "H", "H", "H", "H", "H", "H", "H", "C", "C", "C", "C", "N", "H", "H", "H", "H", "H", "H", "H", "C", "C", "C", "C", "N", "H", "H", "H", "H", "H", "H", "H", "C", "C", "C", "C", "N", "H", "H", "H", "H", "H", "H", "H", "C", "C", "C", "C", "N", "H", "H", "H", "H", "H", "H", "H", "C", "C", "C", "C", "N", "H", "H", "H", "H", "H", "H", "H"],
  "coordinates": [[0.080, 0.658, -0.280], [-1.689, 2.220, -1.791], [3.808, 5.025, -1.724], [2.953, 4.674, -2.989], [1.660, 3.890, -2.677], [1.928, 2.629, -1.963], [2.205, 1.660, -1.421], [4.595, 5.759, -1.899], [4.351, 4.175, -1.311], [3.102, 5.345, -0.958], [3.574, 4.062, -3.644], [2.727, 5.543, -3.607], [1.177, 3.728, -3.640], [0.944, 4.491, -2.115], [4.764, 1.673, 1.172], [4.382, 2.330, 2.516], [3.174, 3.291, 2.388], [1.936, 2.673, 1.872], [0.951, 2.266, 1.469], [4.630, 2.379, 0.352], [4.002, 0.918, 0.983], [5.742, 1.199, 1.250], [5.216, 2.911, 2.911], [4.065, 1.600, 3.260], [3.393, 4.140, 1.741], [2.983, 3.715, 3.374], [-5.547, 3.851, 2.801], [-4.010, 4.014, 2.720], [-3.272, 2.644, 2.641], [-3.574, 1.666, 3.716], [-3.855, 0.837, 4.483], [-6.096, 4.783, 2.934], [-5.851, 3.197, 3.619], [-5.889, 3.345, 1.898], [-3.644, 4.505, 3.622], [-3.851, 4.744, 1.927], [-2.192, 2.689, 2.506], [-3.588, 2.191, 1.701], [-3.155, -3.601, 0.607], [-2.323, -3.696, 1.845], [-2.303, -2.429, 2.725], [-1.986, -1.220, 1.969], [-1.769, -0.310, 1.313], [-3.521, -4.584, 0.311], [-2.549, -3.361, -0.267], [-4.038, -2.966, 0.667], [-1.336, -4.055, 1.554], [-2.675, -4.542, 2.436], [-1.610, -2.507, 3.563], [-3.276, -2.216, 3.168], [0.840, -4.976, -1.275], [0.056, -6.282, -1.014], [-1.179, -6.465, -1.958], [-0.699, -6.687, -3.355], [-0.368, -6.895, -4.445], [0.234, -4.106, -1.019], [1.148, -4.944, -2.320], [1.674, -5.015, -0.575], [-0.355, -6.277, -0.004], [0.759, -7.113, -0.959], [-1.707, -5.515, -1.882], [-1.828, -7.319, -1.761], [5.283, -1.775, 0.214], [4.679, -3.112, 0.712], [3.515, -2.923, 1.663], [2.575, -1.843, 1.321], [1.864, -0.929, 1.022], [4.629, -1.171, -0.414], [6.236, -1.795, -0.315], [5.504, -1.133, 1.068], [5.437, -3.775, 1.130], [4.320, -3.703, -0.130], [3.988, -2.507, 2.553], [2.993, -3.841, 1.933], [-0.718, 5.443, 0.212], [0.594, 5.929, 0.793], [0.669, 5.784, 2.332], [-0.548, 6.186, 3.025], [-1.527, 6.497, 3.558], [-0.654, 5.333, -0.870], [-1.514, 6.148, 0.453], [-0.956, 4.457, 0.612], [0.671, 6.989, 0.549], [1.478, 5.492, 0.328], [1.560, 6.237, 2.767], [0.813, 4.755, 2.660], [-2.584, -3.084, -3.894], [-1.743, -2.136, -4.702], [-1.442, -0.859, -3.977], [-0.763, -1.149, -2.682], [-0.175, -1.303, -1.699], [-2.008, -3.642, -3.157], [-2.996, -3.908, -4.477], [-3.429, -2.579, -3.427], [-2.328, -1.929, -5.598], [-0.860, -2.618, -5.121], [-2.367, -0.327, -3.756], [-0.889, -0.063, -4.476], [4.239, -2.573, -3.639], [3.013, -1.804, -3.251], [2.597, -0.748, -4.245], [2.145, -1.363, -5.493], [1.768, -1.795, -6.512], [4.038, -2.994, -4.624], [4.418, -3.392, -2.942], [5.169, -2.016, -3.524], [3.177, -1.380, -2.260], [2.159, -2.480, -3.205], [3.361, -0.032, -4.547], [1.662, -0.296, -3.912], [0.086, 0.770, 5.071], [0.141, -0.772, 5.346], [1.093, -1.557, 4.417], [2.510, -1.100, 4.558], [3.610, -0.773, 4.643], [-0.056, 0.952, 4.006], [1.056, 1.224, 5.272], [-0.719, 1.288, 5.593], [-0.900, -1.092, 5.294], [0.407, -0.993, 6.380], [0.700, -1.417, 3.410], [1.078, -2.618, 4.667], [-6.401, -1.644, -1.728], [-5.958, -0.304, -2.257], [-4.977, 0.447, -1.376], [-5.539, 0.731, -0.034], [-5.936, 0.930, 1.020], [-6.813, -1.505, -0.728], [-5.603, -2.372, -1.576], [-7.191, -2.069, -2.348], [-6.771, 0.311, -2.643], [-5.431, -0.454, -3.199], [-4.748, 1.455, -1.723], [-4.009, -0.046, -1.285]],
  "lowdin_charge": [-0.058, -0.167, -0.084, -0.225, -0.177, -0.218, 0.186, 0.071, 0.053, 0.042, 0.101, 0.106, 0.118, 0.087, -0.092, -0.224, -0.171, -0.200, 0.207, 0.055, 0.037, 0.071, 0.108, 0.083, 0.112, 0.118, -0.114, -0.240, -0.184, -0.230, 0.129, 0.068, 0.065, 0.040, 0.083, 0.098, 0.091, 0.081, -0.114, -0.248, -0.151, -0.196, 0.211, 0.072, 0.060, 0.080, 0.100, 0.109, 0.095, 0.127, -0.095, -0.249, -0.162, -0.234, 0.139, 0.050, 0.071, 0.062, 0.092, 0.106, 0.085, 0.115, -0.092, -0.231, -0.185, -0.174, 0.197, 0.055, 0.076, 0.058, 0.113, 0.090, 0.098, 0.122, -0.114, -0.241, -0.189, -0.222, 0.160, 0.047, 0.079, 0.050, 0.110, 0.067, 0.117, 0.077, -0.102, -0.261, -0.182, -0.207, 0.179, 0.047, 0.082, 0.072, 0.116, 0.105, 0.095, 0.116, -0.102, -0.282, -0.188, -0.240, 0.146, 0.078, 0.065, 0.079, 0.090, 0.097, 0.128, 0.092, -0.086, -0.237, -0.183, -0.217, 0.155, 0.048, 0.060, 0.071, 0.090, 0.105, 0.077, 0.115, -0.105, -0.270, -0.203, -0.214, 0.166, 0.068, 0.061, 0.076, 0.115, 0.096, 0.083, 0.090]
}